No. 1
Formula: C34H29BN6OPPd
Source: the Open Molecules 2025 dataset
Level of theory: wB97M-V/def2-TZVPD

The geometry in XYZ format:
```
73
C34H29BN6OPPd wB97M-V/def2-TZVPD
Pd -0.529 0.968 -0.130
C 3.033 1.708 -2.648
C 2.368 0.981 -1.667
N 1.325 1.678 -1.224
N 1.277 2.826 -1.906
C 2.298 2.871 -2.769
B 0.125 3.839 -1.766
N -1.133 3.118 -2.295
C -2.131 3.635 -3.019
C -3.062 2.640 -3.260
C -2.544 1.516 -2.624
N -1.377 1.823 -2.063
N -0.115 4.104 -0.276
C 0.096 5.212 0.449
C -0.353 4.978 1.734
C -0.831 3.670 1.712
N -0.678 3.170 0.494
H 3.909 1.422 -3.191
H 2.600 0.004 -1.282
H 2.443 3.719 -3.404
H 0.351 4.828 -2.366
H -2.138 4.667 -3.306
H -3.977 2.716 -3.810
H -2.953 0.522 -2.573
H 0.541 6.082 0.016
H -0.329 5.645 2.570
H -1.290 3.095 2.495
O -2.945 0.996 0.331
C -2.423 -0.068 0.123
C -2.479 -1.426 0.045
C -3.756 -2.075 0.099
C -3.835 -3.429 -0.059
C -2.694 -4.212 -0.291
C -1.447 -3.614 -0.325
C -1.318 -2.247 -0.146
P 0.265 -1.388 -0.183
C 1.190 -1.932 1.288
C 0.668 -2.859 2.183
C 1.369 -3.170 3.335
C 2.576 -2.551 3.617
C 3.095 -1.621 2.729
C 2.408 -1.316 1.570
C 1.070 -2.131 -1.626
C 0.524 -1.742 -2.849
C 1.032 -2.258 -4.022
C 2.101 -3.143 -3.978
C 2.649 -3.518 -2.761
C 2.140 -3.013 -1.577
H -4.629 -1.467 0.270
H -4.798 -3.912 0.001
H -2.787 -5.275 -0.440
H -0.561 -4.213 -0.494
H -0.280 -3.333 1.978
H 0.963 -3.896 4.020
H 3.111 -2.789 4.524
H 4.028 -1.124 2.945
H 2.809 -0.584 0.882
H -0.291 -1.022 -2.851
H 0.606 -1.960 -4.969
H 2.519 -3.528 -4.897
H 3.482 -4.205 -2.728
H 2.565 -3.299 -0.624
C -0.194 0.722 4.853
C 0.769 1.139 3.953
C 0.574 0.931 2.591
C -0.582 0.302 2.175
C -1.538 -0.147 3.056
C -1.345 0.096 4.414
H -0.031 0.869 5.910
H 1.677 1.614 4.295
H 1.345 1.258 1.893
H -2.419 -0.684 2.735
H -2.104 -0.214 5.116
```

Results
DFT total energy, Ha: -2210.67362
Frontier orbital gap, eV: 6.846
Molar mass, g/mol: 685.853
Net charge: +1

Results of the Löwdin charge analysis, in e, for atoms 1 through 8:
1 Pd 0.831
2 C -0.043
3 C -0.161
4 N -0.035
5 N -0.032
6 C -0.061
7 B -0.501
8 N -0.028

No. 2
Formula: C34H29BrCrN2O6SbSe
Source: the Open Molecules 2025 dataset
Level of theory: wB97M-V/def2-TZVPD

The geometry in XYZ format:
```
75
C34H29BrCrN2O6SbSe wB97M-V/def2-TZVPD
Cr 2.263 -0.173 0.011
O 3.195 -1.532 -3.185
C 3.499 -0.217 -3.248
C 4.758 0.138 -3.720
C 5.106 1.470 -3.849
C 4.197 2.472 -3.518
C 2.945 2.114 -3.042
C 2.579 0.778 -2.886
C 1.200 0.361 -2.376
O 1.275 -0.823 -1.644
N 0.600 1.452 -1.547
N 0.881 1.246 -0.222
C 0.294 1.963 0.638
C 0.325 1.708 2.084
Br 0.824 -0.024 2.677
C -0.144 2.549 2.995
C -0.509 3.966 2.773
C -1.463 4.547 3.610
C -1.841 5.872 3.454
C -1.254 6.650 2.463
C -0.284 6.093 1.642
C 0.091 4.765 1.798
H 2.410 -1.598 -2.591
H 5.458 -0.656 -3.951
H 6.101 1.731 -4.195
H 4.469 3.517 -3.608
H 2.229 2.880 -2.767
H 0.517 0.252 -3.227
H -0.394 1.567 -1.699
H -0.350 2.770 0.295
H -0.283 2.169 4.000
H -1.921 3.941 4.384
H -2.588 6.301 4.112
H -1.536 7.690 2.347
H 0.200 6.699 0.886
H 0.893 4.362 1.193
C -5.011 -5.400 -0.896
C -3.916 -5.747 -0.115
C -2.755 -4.977 -0.151
C -2.666 -3.836 -0.955
C -3.774 -3.515 -1.747
C -4.935 -4.281 -1.718
Sb -0.813 -2.699 -1.250
C -0.095 -3.093 0.723
C -0.927 -3.168 1.845
C -0.396 -3.459 3.095
C 0.973 -3.679 3.239
C 1.810 -3.601 2.134
C 1.275 -3.315 0.882
C -1.779 -0.804 -0.893
C -2.322 -0.135 -1.997
C -2.926 1.111 -1.862
C -2.990 1.719 -0.612
C -2.450 1.071 0.492
C -1.847 -0.177 0.353
H -5.913 -6.001 -0.872
H -3.962 -6.622 0.525
H -1.909 -5.274 0.462
H -3.743 -2.643 -2.395
H -5.779 -4.009 -2.342
H -1.994 -2.999 1.744
H -1.048 -3.504 3.960
H 1.386 -3.911 4.215
H 2.881 -3.743 2.239
H 1.951 -3.234 0.039
H -2.261 -0.583 -2.985
H -3.341 1.608 -2.731
H -3.452 2.693 -0.503
H -2.481 1.545 1.468
H -1.411 -0.648 1.226
O 5.170 -0.932 2.526
Se 4.684 -0.337 1.099
O 5.853 0.220 0.124
O 3.714 -1.471 0.266
O 3.454 0.827 1.281
```

Results
Relative energy (zero: lowest compared OMol25 entry of this formula, charge and spin), eV: 0.000
Spin multiplicity: 5
DFT total energy, Ha: -8134.14551
Frontier orbital gap (alpha / beta), eV: 6.951 / 7.179
⟨S²⟩: 6.02
Molar mass, g/mol: 894.234
Net charge: -1

Results of the Löwdin charge analysis, in e, for atoms 1 through 8:
1 Cr 0.625
2 O 0.049
3 C -0.275
4 C -0.008
5 C -0.089
6 C -0.103
7 C -0.045
8 C -0.110